Entry 1:
This record from the Open Molecules 2025 dataset describes a single C21H24ClN3O4S molecule in a non-equilibrium geometry. The level of theory is wB97M-V/def2-TZVPD.

Computed properties:
- Orbital gap: 8.558 eV
- SMILES: O=C(c1ccc(S(=O)(=O)N2CCOCC2)cc1)N1CCN(c2cccc(Cl)c2)CC1
- Largest force on an atom: 1.1 eV/A
- Energy relative to the best compared isomer or geometry (same formula, charge and spin): 1.873 eV
- Energy: -2138.2267 hartree
- LUMO level: 0.400 eV

CARTESIAN COORDINATES (ANGSTROEM)
O -0.818 -0.401 -3.221
C -1.431 -0.173 -2.198
N -2.654 0.413 -2.188
C -3.308 0.904 -0.999
H -4.387 0.823 -1.161
C -2.898 2.384 -0.765
N -2.418 2.967 -2.001
C -1.062 3.207 -2.169
C -0.315 3.746 -1.113
C 1.029 4.023 -1.262
C 1.676 3.795 -2.465
C 0.933 3.290 -3.517
C -0.411 2.994 -3.387
H -0.925 2.580 -4.237
Cl 1.699 3.004 -5.040
H 2.725 4.010 -2.586
H 1.581 4.432 -0.430
H -0.792 3.973 -0.172
C -3.245 2.576 -3.119
H -2.974 3.158 -3.999
C -3.135 1.056 -3.394
H -4.108 0.640 -3.672
H -2.416 0.829 -4.183
H -4.275 2.832 -2.853
H -2.113 2.423 -0.013
H -3.760 2.955 -0.401
H -3.039 0.294 -0.138
C -0.881 -0.556 -0.854
C -1.313 -1.710 -0.205
C -0.751 -2.068 1.007
C 0.234 -1.270 1.558
C 0.679 -0.130 0.920
C 0.124 0.227 -0.298
H 0.466 1.109 -0.819
H 1.449 0.464 1.388
S 0.939 -1.762 3.127
O -0.119 -2.134 4.020
O 1.859 -0.743 3.553
N 1.713 -3.174 2.651
C 2.987 -2.955 1.993
H 2.896 -2.061 1.375
C 4.116 -2.789 3.016
H 5.088 -2.771 2.520
O 4.151 -3.879 3.912
C 2.931 -4.003 4.610
H 3.052 -4.850 5.287
C 1.770 -4.233 3.641
H 0.818 -4.232 4.171
H 1.902 -5.181 3.110
H 2.734 -3.089 5.191
H 3.960 -1.851 3.567
H 3.183 -3.821 1.353
H -1.065 -2.950 1.541
H -2.081 -2.321 -0.654

How positive or negative is each atom? The Mulliken charges in e answer that: O -0.66; C 0.35; N 0.10; C -0.74; H 0.39; C -0.85; N -0.04; C 0.95; C -0.51; C -0.66; C -0.66; C -0.03; C -0.31; H 0.32; Cl -0.24; H 0.44; H 0.41; H 0.50; C -0.90; H 0.44; C -0.91; H 0.34; H 0.48; H 0.40; H 0.41; H 0.34; H 0.38; C -0.11; C -0.42; C -0.47; C -0.24; C -0.56; C -0.13; H 0.47; H 0.57; S 1.54; O -0.77; O -0.69; N 0.03; C -0.64; H 0.31; C -0.51; H 0.38; O -0.42; C -0.43; H 0.38; C -0.76; H 0.44; H 0.35; H 0.31; H 0.33; H 0.38; H 0.46; H 0.48



Entry 2:
This record from the Open Molecules 2025 dataset describes a single C5H11NO2 molecule in a non-equilibrium geometry. The level of theory is wB97M-V/def2-TZVPD.

Computed properties:
- Orbital gap: 7.854 eV
- SMILES: CN[C@@H](O)/C=C(\C)O
- Largest force on an atom: 4.2 eV/A
- Energy relative to the best compared isomer or geometry (same formula, charge and spin): 3.730 eV
- Energy: -402.2411 hartree
- LUMO level: 0.735 eV

CARTESIAN COORDINATES (ANGSTROEM)
C -0.370 1.314 -0.298
C -2.027 -0.565 0.248
C 1.979 -0.703 -0.682
N -1.022 -0.026 -0.652
C 1.075 -0.386 0.487
C 0.538 0.859 0.763
O -1.245 2.314 0.138
O 1.311 -1.194 1.602
H -1.737 2.593 -0.651
H 1.851 -1.956 1.339
H -0.677 -0.649 -1.376
H 0.126 1.668 -1.215
H 0.473 1.260 1.767
H -2.884 -0.914 -0.335
H -2.399 0.154 0.980
H -1.637 -1.403 0.832
H 1.875 -1.751 -0.982
H 1.747 -0.090 -1.556
H 3.022 -0.525 -0.409

How positive or negative is each atom? The Mulliken charges in e answer that: C -0.09; C -0.81; C -1.50; N -0.33; C 1.00; C -0.79; O -0.51; O -0.53; H 0.38; H 0.33; H 0.23; H 0.30; H 0.33; H 0.31; H 0.28; H 0.26; H 0.42; H 0.36; H 0.35



Entry 3:
This record from the Open Molecules 2025 dataset describes a single C2H5NO2 molecule. The level of theory is wB97M-V/def2-TZVPD.

Computed properties:
- Orbital gap: 10.203 eV
- Largest force on an atom: 0.5 eV/A
- Energy relative to the best compared isomer or geometry (same formula, charge and spin): 2.269 eV
- Energy: -284.3840 hartree
- LUMO level: 1.021 eV

CARTESIAN COORDINATES (ANGSTROEM)
N -0.192 -1.069 -1.719
C -0.217 -0.745 -0.427
O 0.268 0.488 -0.303
C 0.272 1.014 1.046
O -0.027 0.087 2.018
H 0.117 -0.425 -2.439
H -0.482 -1.990 -2.003
H 1.287 1.381 1.214
H -0.443 1.847 1.031
H -0.584 -0.588 1.582

How positive or negative is each atom? The Mulliken charges in e answer that: N -0.12; C -0.53; O -0.24; C 0.03; O -0.44; H 0.22; H 0.25; H 0.21; H 0.20; H 0.42



Entry 4:
This record from the Open Molecules 2025 dataset describes 5 unconnected molecules or ions with the total composition C27H63N2O7P2S4 in a non-equilibrium geometry. The level of theory is wB97M-V/def2-TZVPD.

Computed properties:
- Orbital gap: 7.109 eV
- Largest force on an atom: 5.5 eV/A
- Total charge: +1
- Energy: -3977.6709 hartree
- LUMO level: -3.101 eV

CARTESIAN COORDINATES (ANGSTROEM)
C 4.438 1.862 0.695
C 3.794 3.265 0.303
C 2.237 3.148 0.099
C 1.748 3.321 -1.392
C 0.988 2.050 -1.955
C -0.502 1.924 -1.423
C -0.642 0.614 -0.575
N -0.317 -0.607 -0.929
C 0.216 -1.043 -2.241
C -0.844 -0.665 -3.365
O -0.440 0.465 -4.148
C -0.591 -1.465 0.269
P -0.556 -3.338 0.105
C 1.141 -3.966 -0.409
C 2.362 -3.350 0.392
C -0.818 -4.105 1.824
C -0.060 -3.348 2.999
C -1.713 -0.770 1.114
C -1.249 0.757 0.875
N -2.552 1.449 0.616
C -2.862 2.458 1.382
C -2.761 3.939 0.835
C -3.416 2.345 2.855
P -0.148 1.182 2.338
O -0.686 0.498 3.791
O 0.166 2.837 2.457
H 5.492 1.885 0.313
H 3.873 1.048 0.184
H 4.508 1.725 1.800
H 4.337 3.763 -0.531
H 3.948 3.916 1.208
H 1.776 3.994 0.686
H 1.856 2.204 0.572
H 2.663 3.435 -2.022
H 1.131 4.238 -1.521
H 1.063 2.064 -3.067
H 1.584 1.170 -1.587
H -0.671 2.766 -0.716
H -1.257 1.965 -2.241
H 1.231 -0.646 -2.459
H 0.288 -2.158 -2.293
H -0.905 -1.541 -4.064
H -1.868 -0.565 -2.922
H -1.245 0.905 -4.444
H 0.325 -1.231 0.896
H 1.136 -5.063 -0.163
H 1.297 -3.928 -1.519
H 3.276 -3.273 -0.256
H 2.179 -2.323 0.788
H 2.625 -3.990 1.271
H -0.349 -5.123 1.747
H -1.899 -4.283 2.033
H 0.229 -2.297 2.773
H 0.894 -3.901 3.197
H -0.692 -3.431 3.918
H -2.773 -0.999 0.863
H -1.555 -1.215 2.127
H -3.767 4.418 0.973
H -2.036 4.552 1.418
H -2.565 3.946 -0.263
H -2.632 2.534 3.621
H -4.267 3.072 2.911
H -3.875 1.325 2.925
H -1.644 0.322 3.796
H -0.012 3.316 1.633
C -2.309 -4.956 -6.602
S -1.502 -4.873 -4.993
O -1.234 -3.430 -4.704
C 0.053 -5.612 -5.524
H -3.297 -4.506 -6.515
H -1.723 -4.406 -7.340
H -2.412 -5.999 -6.903
H 0.489 -5.021 -6.330
H -0.126 -6.634 -5.860
H 0.735 -5.625 -4.674
C 2.497 8.413 -3.086
S 3.248 6.876 -2.515
O 2.426 5.752 -3.054
C 2.803 7.083 -0.779
H 2.623 8.476 -4.166
H 1.434 8.420 -2.842
H 2.998 9.259 -2.613
H 1.720 7.174 -0.682
H 3.293 7.972 -0.381
H 3.145 6.205 -0.231
C 2.842 0.763 4.998
S 2.694 2.363 5.818
O 4.042 2.719 6.346
C 1.710 1.769 7.208
H 3.459 0.886 4.109
H 3.313 0.043 5.669
H 1.852 0.412 4.704
H 2.252 0.986 7.739
H 0.757 1.386 6.841
H 1.529 2.606 7.881
C -4.614 -7.390 -0.220
S -3.795 -5.843 0.213
O -3.569 -5.857 1.691
C -5.219 -4.784 -0.103
H -3.912 -8.207 -0.058
H -5.492 -7.535 0.411
H -4.905 -7.365 -1.271
H -6.059 -5.095 0.521
H -5.490 -4.845 -1.157
H -4.945 -3.759 0.142

Atomic partial charges in e from the Mulliken method, atoms 1 to 99: C -0.92; C -0.75; C 0.66; C -1.05; C -0.57; C 0.03; C -1.56; N 0.78; C 0.04; C -0.64; O -0.53; C -0.45; P 0.25; C -0.64; C -0.95; C -0.39; C -1.01; C -1.18; C 2.07; N -0.51; C 0.95; C -1.26; C -1.07; P 0.60; O -0.54; O -0.51; H 0.37; H 0.18; H 0.12; H 0.36; H 0.34; H 0.22; H -0.46; H 0.53; H 0.37; H 0.35; H 0.04; H -0.27; H 0.52; H 0.38; H -0.09; H 0.52; H 0.29; H 0.32; H -0.23; H 0.49; H 0.37; H 0.34; H 0.13; H 0.26; H 0.54; H 0.31; H 0.17; H 0.30; H 0.31; H 0.21; H 0.40; H 0.51; H 0.27; H 0.29; H 0.18; H 0.44; H 0.30; H 0.31; H 0.25; C -1.00; S 0.44; O -0.62; C -0.91; H 0.31; H 0.32; H 0.39; H 0.32; H 0.38; H 0.26; C -0.99; S 0.44; O -0.54; C -0.69; H 0.34; H 0.31; H 0.38; H 0.28; H 0.45; H 0.03; C -0.46; S 0.60; O -0.66; C -0.90; H 0.05; H 0.44; H 0.02; H 0.32; H 0.25; H 0.34; C -1.10; S 0.75; O -0.68; C -0.91



Entry 5:
This record from the Open Molecules 2025 dataset describes a molecular structure, C24H24NOPSe2Te2Ti. The level of theory is wB97M-V/def2-TZVPD.

Computed properties:
- Orbital gap: 6.691 eV
- Largest force on an atom: 0.3 eV/A
- Total charge: +2
- Energy relative to the best compared isomer or geometry (same formula, charge and spin): 0.000 eV
- Energy: -7588.2635 hartree
- LUMO level: -7.389 eV

CARTESIAN COORDINATES (ANGSTROEM)
Ti -0.561 -0.302 -0.381
Se 1.251 -1.740 0.360
Te -0.741 -3.154 -0.255
Te -0.830 -2.642 -2.894
Se -1.798 -0.352 -2.404
C -0.991 1.348 3.152
C -2.268 0.889 2.455
C -2.312 -0.626 2.328
C -2.480 1.537 1.091
C -2.818 3.024 1.171
O -1.962 3.631 0.182
C -1.104 2.751 -0.274
N -1.255 1.534 0.209
C -0.158 3.292 -1.260
C -0.362 4.630 -1.628
C 0.470 5.254 -2.540
C 1.531 4.559 -3.095
C 1.748 3.236 -2.738
C 0.913 2.587 -1.838
P 1.370 0.894 -1.370
C 2.814 1.101 -0.310
C 4.098 1.169 -0.849
C 5.181 1.397 -0.015
C 4.987 1.564 1.350
C 3.708 1.516 1.888
C 2.623 1.286 1.059
C 1.857 0.035 -2.882
C 2.774 -1.013 -2.834
C 3.069 -1.729 -3.985
C 2.441 -1.413 -5.180
C 1.518 -0.373 -5.231
C 1.227 0.352 -4.088
H -1.005 1.045 4.198
H -0.860 2.431 3.123
H -0.113 0.883 2.694
H -3.128 1.194 3.060
H -1.572 -1.006 1.599
H -3.287 -0.990 2.003
H -2.054 -1.109 3.271
H -3.266 0.995 0.556
H -2.568 3.467 2.134
H -3.846 3.259 0.913
H -1.180 5.185 -1.197
H 0.286 6.285 -2.809
H 2.191 5.041 -3.803
H 2.581 2.697 -3.171
H 4.255 1.040 -1.913
H 6.178 1.442 -0.431
H 5.837 1.737 1.997
H 3.559 1.655 2.950
H 1.622 1.261 1.477
H 3.264 -1.271 -1.904
H 3.793 -2.531 -3.944
H 2.673 -1.971 -6.077
H 1.037 -0.119 -6.166
H 0.511 1.162 -4.135

How positive or negative is each atom? The Mulliken charges in e answer that: Ti 0.39; Se -0.13; Te 0.02; Te 0.08; Se -0.27; C -1.34; C 0.37; C -0.72; C -0.52; C -0.69; O -0.43; C 0.58; N 0.85; C -0.04; C -1.02; C -0.85; C -0.78; C -0.23; C 0.47; P 1.36; C 0.91; C -0.45; C -0.79; C -0.61; C -0.66; C -0.42; C 0.78; C -0.53; C -0.87; C -0.53; C -0.78; C -0.46; H 0.52; H 0.36; H 0.15; H 0.38; H -0.42; H 0.48; H 0.42; H 0.54; H 0.39; H 0.34; H 0.54; H 0.44; H 0.49; H 0.46; H 0.45; H 0.45; H 0.43; H 0.47; H 0.09; H 0.48; H 0.47; H 0.45; H 0.46; H 0.48



Entry 6:
This record from the Open Molecules 2025 dataset describes 2 unconnected molecules or ions with the total composition C9H22N2 in a non-equilibrium geometry. The level of theory is wB97M-V/def2-TZVPD.

Computed properties:
- Orbital gap: 9.707 eV
- Largest force on an atom: 2.7 eV/A
- Total charge: +2
- Energy relative to the best compared isomer or geometry (same formula, charge and spin): 0.000 eV
- Energy: -464.9322 hartree
- LUMO level: -8.089 eV

CARTESIAN COORDINATES (ANGSTROEM)
C 2.217 -1.415 -0.899
C 1.111 -1.249 0.063
C -1.940 -1.986 -0.086
C -2.180 0.296 0.594
C -1.008 -1.259 1.999
C -0.065 2.177 -1.421
C 2.110 1.324 -1.162
C 0.959 1.960 0.804
C -0.021 -0.587 -0.187
N -1.258 -0.858 0.598
N 0.993 1.607 -0.608
H 2.216 -2.470 -1.195
H 2.090 -0.845 -1.817
H 1.296 -1.710 1.023
H -2.879 -2.214 0.415
H -2.158 -1.735 -1.123
H -1.313 -2.875 -0.070
H -1.739 1.144 1.111
H -2.449 0.562 -0.427
H -3.102 0.035 1.113
H -0.497 -2.218 2.044
H -0.424 -0.508 2.529
H -1.960 -1.376 2.516
H -1.036 2.093 -0.944
H 0.133 3.246 -1.549
H -0.092 1.736 -2.416
H 3.194 -1.246 -0.450
H 2.216 1.311 -2.239
H 2.996 1.146 -0.570
H 0.767 1.098 1.438
H 1.912 2.381 1.121
H 0.190 2.710 0.982
H -0.277 -0.277 -1.188

How positive or negative is each atom? The Mulliken charges in e answer that: C -1.68; C 0.26; C -0.84; C -0.97; C -0.95; C -0.98; C -0.47; C -0.97; C -0.86; N 0.18; N 0.23; H 0.38; H 0.48; H 0.42; H 0.42; H 0.42; H 0.37; H 0.37; H 0.39; H 0.46; H 0.49; H 0.33; H 0.40; H 0.34; H 0.38; H 0.43; H 0.40; H 0.43; H 0.37; H 0.27; H 0.47; H 0.39; H 0.64